Record 1
112
Properties=species:S:1:pos:R:3 method="wB97M-V/def2-TZVPD" orbital_gap_ev="7.41 / 7.72" lumo_energy_ha="-0.003 / -0.004" max_force_ev_per_a=0.6 spin_multiplicity=5
Cr 0.23035 -0.36988 0.47088
C -3.43255 4.62765 0.76855
N -2.40203 3.77397 1.32704
C -1.52245 4.11928 2.31754
C -0.70500 3.03934 2.50483
N -1.06096 2.04057 1.64456
C -2.07839 2.50155 0.95368
P -2.90208 1.61143 -0.38130
C -2.93046 -0.06228 0.32945
N -1.91068 -0.79682 0.76015
C -2.43341 -1.99557 1.15023
C -3.78142 -1.98741 0.95431
N -4.08989 -0.76411 0.42830
C -5.42709 -0.32152 0.06830
C -1.50163 1.39382 -1.51529
N -0.41770 0.66173 -1.31236
C 0.32147 0.72374 -2.46324
C -0.32702 1.50581 -3.36874
N -1.48302 1.92046 -2.76626
C -2.47000 2.80673 -3.35640
H -3.52911 5.50757 1.39936
H -3.17366 4.94919 -0.24103
H -4.38844 4.10798 0.74168
H -1.56154 5.08434 2.79295
H 0.11353 2.92174 3.19507
H -1.80150 -2.76557 1.55208
H -4.53879 -2.72848 1.13502
H -6.10101 -1.16919 0.16112
H -5.76195 0.47564 0.73013
H -5.44851 0.02906 -0.96127
H 1.26010 0.20585 -2.54462
H -0.06348 1.81441 -4.36454
H -2.13728 3.06414 -4.35845
H -3.44013 2.31613 -3.41583
H -2.56261 3.72034 -2.77200
C 7.85986 -1.29975 1.95756
C 6.44018 -0.82242 2.09001
C 6.14765 0.54148 2.02490
C 4.84633 0.99415 2.12864
C 3.81293 0.07821 2.30483
C 4.07733 -1.27892 2.35158
C 5.39165 -1.71955 2.24456
S 2.17385 0.71684 2.53292
O 1.93435 1.59744 1.40581
O 2.13315 1.32929 3.84196
N 1.17871 -0.51839 2.36223
C 0.83481 -1.37756 3.39228
C 1.43817 -1.40889 4.66333
C 1.02561 -2.36112 5.56863
C 0.02767 -3.26700 5.22395
C -0.50255 -3.15849 3.95481
N -0.11734 -2.25427 3.05754
H 8.30413 -0.94853 1.02442
H 7.91341 -2.38768 1.96862
H 8.47910 -0.92282 2.77361
H 6.94908 1.25500 1.87223
H 4.62837 2.05254 2.06445
H 3.26723 -1.99027 2.42769
H 5.59798 -2.78285 2.26809
H 2.20153 -0.69553 4.92862
H 1.48802 -2.39726 6.54743
H -0.32089 -4.02680 5.90888
H -1.28548 -3.84012 3.63035
C -0.43848 5.89359 -1.16874
C 0.62813 4.88245 -1.49031
C 1.11512 4.74261 -2.78972
C 2.13018 3.84587 -3.07840
C 2.69159 3.09731 -2.05238
C 2.23844 3.23672 -0.74955
C 1.18806 4.10357 -0.48390
S 4.00480 1.98561 -2.48640
O 3.61839 1.32852 -3.71688
O 5.25415 2.69546 -2.50896
N 3.97805 0.97467 -1.21781
C 4.72095 -0.29217 -1.32379
C 3.79914 -1.47264 -1.64530
C 2.66803 -1.62658 -0.63628
O 2.47332 -2.66615 -0.02217
O 1.96714 -0.54259 -0.51437
H 0.00709 6.86681 -0.95244
H -1.00831 5.59560 -0.28627
H -1.12859 6.03537 -2.00163
H 0.68789 5.34119 -3.58710
H 2.48036 3.71091 -4.09394
H 2.65282 2.65458 0.05965
H 0.81614 4.17133 0.53341
H 3.02842 0.77793 -0.88348
H 5.22676 -0.45562 -0.37335
H 5.49466 -0.20116 -2.08807
H 4.37295 -2.39879 -1.66974
H 3.35938 -1.30919 -2.63218
S -3.55268 -5.76791 -2.09011
C -2.38984 -4.45462 -1.80744
C -2.57644 -3.16689 -2.29602
C -1.59069 -2.22666 -2.05420
N -0.47083 -2.48099 -1.38145
C -0.28973 -3.72242 -0.93513
C -1.21873 -4.73894 -1.12078
C -5.07313 -4.87946 -1.83640
C -5.58156 -4.71727 -0.55399
C -6.76150 -4.01007 -0.39218
N -7.44314 -3.46845 -1.40009
C -6.95947 -3.64880 -2.62519
C -5.78963 -4.34778 -2.89742
H -3.46127 -2.89489 -2.85514
H -1.71500 -1.21063 -2.41485
H 0.63528 -3.88754 -0.39401
H -1.03300 -5.72443 -0.71504
H -5.06649 -5.14223 0.29734
H -7.18399 -3.87676 0.59899
H -7.53231 -3.21359 -3.43643
H -5.43895 -4.46324 -3.91413

Record 2
109
Properties=species:S:1:pos:R:3 method="wB97M-V/def2-TZVPD" orbital_gap_ev="6.60 / 6.55" charge=+1 lumo_energy_ha="-0.147 / -0.147" max_force_ev_per_a=1.3 spin_multiplicity=2
Ru -0.01680 0.16548 -0.01791
S -1.72250 1.66117 -0.61725
C -1.58031 2.97178 0.37483
N -2.21349 4.10634 0.17312
C -2.34939 5.08576 1.26589
C -1.04561 5.20810 1.97635
N -0.59471 3.87398 2.41918
C -0.09830 3.80658 3.81335
C -1.24889 3.97338 4.77576
C -1.31733 5.09167 5.59572
C -2.38486 5.25283 6.47310
C -3.38781 4.29757 6.52515
C -3.32568 3.17651 5.70121
C -2.26019 3.01410 4.83028
C -0.75785 2.82164 1.65818
S -0.14583 1.31975 2.02470
C -2.80929 4.49590 -1.12510
C -2.05438 5.67632 -1.68378
C -0.70578 5.53033 -2.00869
C 0.01213 6.60822 -2.50109
C -0.61313 7.84060 -2.67259
C -1.95462 7.98819 -2.35479
C -2.67398 6.90624 -1.85706
H -3.13174 4.74911 1.94987
H -2.63944 6.04289 0.84058
H -1.14652 5.84472 2.85119
H -0.28904 5.63281 1.31363
H 0.62916 4.60789 3.94200
H 0.41217 2.86032 3.95666
H -0.52780 5.83579 5.56309
H -2.42892 6.12444 7.11412
H -4.21529 4.41838 7.21298
H -4.10346 2.42464 5.74617
H -2.20681 2.12802 4.20381
H -3.86101 4.73754 -0.97070
H -2.75782 3.64406 -1.79337
H -0.22128 4.56472 -1.88210
H 1.05725 6.49035 -2.75992
H -0.05217 8.68313 -3.05641
H -2.44449 8.94366 -2.49307
H -3.72571 7.02030 -1.61542
O -1.74456 -3.18103 1.47558
C -0.84522 -2.48107 1.06280
O -0.97402 -1.16787 1.05003
C 0.41887 -3.11839 0.55971
C 0.60465 -4.44945 0.90323
C 1.67171 -5.16425 0.41108
C 2.56403 -4.59462 -0.47004
C 2.35173 -3.28827 -0.83063
C 1.33524 -2.47896 -0.29032
O 1.31235 -1.19798 -0.60305
N 3.22336 -2.74930 -1.88555
O 2.69249 -2.08713 -2.76181
O 4.41058 -2.98807 -1.83174
N 1.83184 -6.58160 0.77586
O 0.95908 -7.08865 1.45194
O 2.80250 -7.16752 0.34270
H -0.11196 -4.92425 1.55800
H 3.38097 -5.16355 -0.89097
C 3.71341 0.86483 -3.27042
N 2.45987 1.28388 -2.63349
C 1.26328 0.90835 -3.37788
C 2.36082 1.67051 -1.35629
O 1.25402 1.63668 -0.72766
N 3.42746 2.18842 -0.70832
C 4.47447 2.98117 -1.34694
C 3.40160 2.27772 0.74586
H 3.55112 -0.09910 -3.74364
H 4.49733 0.73468 -2.53401
H 4.03104 1.58373 -4.02695
H 1.30858 1.35577 -4.37226
H 0.37076 1.25239 -2.87047
H 1.22790 -0.17804 -3.46953
H 4.20930 3.22453 -2.36996
H 5.43971 2.47481 -1.33548
H 4.57496 3.91732 -0.79341
H 2.71065 1.55375 1.16017
H 3.10375 3.27943 1.07127
H 4.40200 2.07022 1.12650
O -1.33856 -0.76649 -1.78444
S -1.23659 -2.19005 -2.34921
C -2.89922 -2.88440 -2.16945
C -2.89496 -4.38127 -2.37083
C -3.17462 -4.93976 -3.61047
C -3.11032 -6.31429 -3.79228
C -2.77028 -7.13993 -2.72901
C -2.51786 -6.58930 -1.47887
C -2.58555 -5.21375 -1.30114
C -1.16926 -1.94649 -4.12996
C -0.82241 -3.19378 -4.91146
C -1.45361 -3.42616 -6.12763
C -1.14174 -4.54951 -6.88125
C -0.19663 -5.45546 -6.41921
C 0.44084 -5.22633 -5.20697
C 0.13600 -4.09822 -4.45846
H -3.55108 -2.35572 -2.86733
H -3.15559 -2.61158 -1.14272
H -3.44180 -4.30042 -4.44462
H -3.32705 -6.73907 -4.76492
H -2.71977 -8.21276 -2.86965
H -2.27931 -7.22920 -0.63668
H -2.42926 -4.77826 -0.32063
H -0.40143 -1.17905 -4.24037
H -2.12764 -1.51651 -4.42754
H -2.20190 -2.72646 -6.48678
H -1.63942 -4.71729 -7.82843
H 0.04563 -6.33471 -7.00345
H 1.18006 -5.92835 -4.84103
H 0.64765 -3.92699 -3.51748